{"formula": "C3H11N3OS", "method": "the ωB97M-V functional and the def2-TZVPD basis", "homo_ev": -8.9, "energy_ha": -758.48763, "homo_lumo_gap_ev": 9.5, "lumo_ev": 0.54, "relative_energy_kj_mol": 327.03, "species": ["C", "C", "C", "N", "N", "N", "O", "S", "H", "H", "H", "H", "H", "H", "H", "H", "H", "H", "H"], "xyz": [[0.182, -2.150, 2.116], [1.713, 1.737, -1.362], [0.233, 1.133, -3.001], [-1.023, -1.771, 1.427], [-2.117, 0.549, 1.323], [0.674, 2.037, -2.269], [0.385, 0.220, 0.893], [-0.846, -0.398, 0.474], [-0.119, -2.982, 2.739], [0.661, -1.344, 2.744], [1.065, -2.439, 1.478], [2.475, 2.482, -1.432], [1.312, 1.555, -0.348], [2.155, 0.712, -1.405], [0.650, 0.239, -3.290], [-1.541, -2.583, 1.117], [-0.663, 1.302, -3.564], [-2.174, 1.543, 0.954], [-3.023, 0.156, 1.406]], "forces_ev_per_angstrom": [[2.127, 0.222, 0.823], [0.819, -1.841, 1.157], [-1.446, 1.568, -0.930], [0.271, 0.382, 0.228], [2.246, 1.696, -0.856], [-0.842, 0.240, 0.745], [0.730, 0.296, 0.502], [-3.009, 0.244, -0.111], [0.364, -0.200, 0.321], [-1.203, -0.718, -0.457], [-1.046, -0.101, 0.144], [0.537, 0.498, 0.405], [0.008, 1.345, -0.373], [0.132, 0.353, -1.046], [1.599, -2.520, 0.279], [-0.029, 0.504, -0.619], [-0.645, 0.561, -0.413], [0.165, -1.790, 0.382], [-0.779, -0.739, -0.181]]}

{"formula": "C3H11N3S2", "method": "the ωB97M-V functional and the def2-TZVPD basis", "homo_ev": -8.4, "energy_ha": -1081.53143, "homo_lumo_gap_ev": 8.7, "smiles": "N=C(N)N.CCSS", "lumo_ev": 0.34, "relative_energy_kj_mol": 79.59, "species": ["N", "C", "N", "N", "H", "H", "H", "H", "H", "C", "C", "S", "S", "H", "H", "H", "H", "H", "H"], "xyz": [[-1.567, -1.156, 0.077], [-1.239, -1.374, 1.308], [-0.033, -1.829, 1.741], [-2.145, -1.009, 2.331], [-1.051, -1.718, -0.575], [0.707, -1.817, 0.991], [0.320, -1.534, 2.661], [-1.999, -1.084, 3.315], [-2.934, -0.521, 1.980], [1.204, 2.745, -1.041], [0.811, 1.309, -1.333], [2.099, 0.101, -1.917], [1.192, -1.783, -1.606], [1.587, 3.252, -1.869], [1.925, 2.891, -0.208], [0.252, 3.258, -0.753], [-0.094, 1.272, -1.978], [0.427, 0.812, -0.408], [0.537, -1.815, -2.716]], "forces_ev_per_angstrom": [[-1.186, -0.600, 1.262], [-1.281, 1.565, 0.139], [2.351, -0.586, -0.227], [1.167, -0.427, -1.481], [0.607, 0.323, -0.017], [-1.278, -0.065, 1.364], [-0.490, -0.274, -0.817], [0.318, 0.013, 0.049], [-0.598, 0.177, -0.011], [-0.703, -0.278, 1.723], [-1.336, -1.502, 1.011], [-0.424, 0.039, 0.082], [1.598, 1.084, 0.885], [0.609, 0.747, -1.480], [-0.447, -0.406, -0.451], [0.781, -0.303, -0.149], [0.848, 0.065, -0.091], [0.328, 0.552, -0.476], [-0.863, -0.126, -1.316]]}

{"formula": "C3H11N4", "method": "the ωB97M-V functional and the def2-TZVPD basis", "homo_ev": -13.3, "energy_ha": -339.68080, "total_charge": 1, "homo_lumo_gap_ev": 8.7, "lumo_ev": -4.58, "relative_energy_kj_mol": 102.06, "species": ["C", "C", "N", "H", "H", "H", "H", "H", "H", "N", "C", "N", "N", "H", "H", "H", "H", "H"], "xyz": [[-1.084, -0.640, -2.109], [0.682, 0.957, -1.807], [0.170, -0.169, -1.524], [-1.838, -0.763, -1.335], [-0.889, -1.620, -2.538], [-1.412, 0.028, -2.898], [0.080, 1.661, -2.368], [1.721, 1.173, -1.579], [0.443, -0.676, -0.646], [-0.860, 0.463, 1.887], [0.335, -0.178, 1.654], [1.461, 0.557, 1.908], [0.477, -1.333, 1.079], [-1.655, -0.157, 1.920], [-0.868, 1.167, 2.610], [1.358, 1.372, 2.493], [2.277, 0.010, 2.135], [-0.399, -1.852, 1.118]], "forces_ev_per_angstrom": [[-0.110, -0.173, 0.176], [0.128, -0.197, -0.480], [-0.781, 0.500, 0.380], [-0.021, 0.137, 0.001], [0.057, -0.036, -0.037], [-0.069, 0.127, 0.042], [0.276, -0.052, -0.508], [-0.241, 0.200, 0.742], [0.950, -0.710, -0.056], [0.136, -0.297, 0.234], [0.294, 0.068, -0.133], [-0.106, 0.214, 0.187], [-0.375, 0.155, -0.088], [-0.106, 0.140, -0.006], [-0.093, -0.016, 0.005], [0.025, 0.037, -0.080], [0.009, -0.066, -0.214], [0.027, -0.029, -0.164]]}

{"formula": "C3H11N4O", "method": "the ωB97M-V functional and the def2-TZVPD basis", "homo_ev": -13.6, "energy_ha": -414.95766, "total_charge": 1, "homo_lumo_gap_ev": 10.8, "lumo_ev": -2.81, "relative_energy_kj_mol": 138.06, "species": ["N", "C", "N", "N", "H", "H", "H", "H", "H", "O", "C", "C", "N", "H", "H", "H", "H", "H", "H"], "xyz": [[1.914, -0.683, -2.521], [1.254, -0.019, -1.522], [0.268, 0.817, -1.950], [1.536, -0.150, -0.262], [2.480, -1.470, -2.255], [1.351, -0.900, -3.334], [0.412, 1.216, -2.870], [0.054, 1.513, -1.256], [2.338, -0.748, -0.149], [-2.700, -0.931, 1.023], [-2.501, 0.194, 1.345], [-1.111, 0.627, 1.773], [-0.187, -0.536, 1.687], [-3.242, 1.001, 1.386], [-0.728, 1.454, 1.173], [-1.155, 1.012, 2.793], [0.240, -0.705, 2.595], [-0.781, -1.349, 1.487], [0.557, -0.343, 0.857]], "forces_ev_per_angstrom": [[-0.407, -0.025, -0.105], [0.485, -0.479, -0.425], [0.053, 0.176, 0.212], [-0.307, 0.290, -0.048], [0.134, -0.011, 0.167], [0.166, 0.233, -0.061], [-0.155, -0.131, 0.088], [-0.186, 0.171, -0.081], [0.193, -0.299, 0.199], [-0.484, -0.882, -0.293], [0.730, 1.085, 0.317], [0.277, 0.007, 0.324], [-0.527, 0.403, 0.355], [-0.360, -0.157, -0.144], [-0.086, -0.073, -0.158], [-0.052, -0.069, 0.029], [0.304, 0.024, -0.182], [0.040, -0.075, -0.267], [0.180, -0.188, 0.074]]}

{"formula": "C3H11N5", "method": "the ωB97M-V functional and the def2-TZVPD basis", "homo_ev": -8.8, "energy_ha": -394.67916, "homo_lumo_gap_ev": 9.3, "smiles": "[H]/N=C/NC.N=C(N)N", "lumo_ev": 0.52, "relative_energy_kj_mol": 17.09, "species": ["H", "N", "C", "N", "C", "H", "H", "H", "H", "H", "N", "C", "N", "N", "H", "H", "H", "H", "H"], "xyz": [[1.303, -3.954, 0.410], [1.746, -3.287, 1.034], [1.681, -2.126, 0.515], [2.266, -1.049, 1.112], [1.887, 0.313, 0.778], [1.160, -1.883, -0.414], [2.639, -1.277, 2.024], [2.647, 0.972, 1.194], [1.758, 0.448, -0.287], [0.947, 0.576, 1.271], [-2.981, 0.346, -0.075], [-2.170, 1.170, -0.613], [-0.832, 0.906, -0.963], [-2.569, 2.467, -0.848], [-2.495, -0.492, 0.229], [-0.704, -0.083, -1.127], [-0.585, 1.383, -1.822], [-2.124, 2.994, -1.581], [-3.574, 2.576, -0.837]], "forces_ev_per_angstrom": [[-0.001, -0.095, 0.126], [-0.085, -0.062, -0.383], [0.051, 0.149, 0.469], [-0.006, -0.335, -0.525], [-0.088, -0.271, 1.303], [0.060, -0.020, -0.131], [-0.015, 0.320, -0.041], [0.069, 0.153, -0.379], [0.217, -0.001, -0.178], [-0.091, 0.149, -0.182], [0.289, 0.272, 0.339], [-0.211, -0.276, -0.030], [-0.235, 0.065, -0.357], [-0.245, 0.141, -0.247], [-0.114, -0.155, -0.252], [0.015, -0.040, 0.172], [0.183, 0.123, 0.127], [0.095, -0.100, 0.008], [0.113, -0.015, 0.161]]}

{"formula": "C3H11N5", "method": "the ωB97M-V functional and the def2-TZVPD basis", "homo_ev": -7.8, "energy_ha": -394.39795, "homo_lumo_gap_ev": 8.5, "lumo_ev": 0.70, "relative_energy_kj_mol": 755.39, "species": ["C", "C", "C", "H", "H", "H", "H", "H", "H", "H", "H", "H", "H", "H", "N", "N", "N", "N", "N"], "xyz": [[-1.423, -0.321, -1.384], [-0.040, -1.890, 0.871], [1.156, 0.306, 0.439], [-1.535, -0.307, -2.483], [-2.263, -0.901, -1.097], [-1.625, 0.603, -0.840], [0.789, -0.133, -1.668], [0.952, -2.765, 0.969], [0.217, -1.287, 1.957], [-0.948, -2.369, 0.730], [2.102, 0.820, 2.087], [1.633, 2.168, 0.015], [-0.949, 1.519, 0.827], [-0.806, 2.489, -0.729], [-0.036, -0.790, -1.218], [0.324, -0.718, -0.020], [2.050, -0.200, 1.304], [0.836, 1.460, -0.126], [-0.433, 2.317, 0.365]], "forces_ev_per_angstrom": [[0.794, 1.080, -2.407], [7.699, 2.019, 3.771], [-0.133, -6.078, 2.722], [-0.293, 0.866, 0.370], [-0.043, -1.819, 0.804], [0.236, 0.339, -0.645], [-3.682, -1.881, -0.123], [-3.147, 2.425, -0.763], [-1.489, -2.290, -2.586], [-1.709, -0.364, -0.546], [0.679, -3.648, -2.785], [-1.584, -1.475, -0.323], [-0.025, 1.301, -0.967], [0.446, -0.687, 4.222], [-0.040, 1.453, -7.732], [1.195, -1.858, 8.522], [-1.324, 6.555, 2.066], [1.557, 6.267, 0.259], [0.864, -2.207, -3.862]]}

{"formula": "C3H11NO", "method": "the ωB97M-V functional and the def2-TZVPD basis", "homo_ev": -8.5, "energy_ha": -250.85559, "homo_lumo_gap_ev": 9.5, "smiles": "CN(C)C.O", "lumo_ev": 1.01, "relative_energy_kj_mol": 107.79, "species": ["C", "N", "C", "C", "H", "H", "H", "H", "H", "H", "H", "H", "H", "O", "H", "H"], "xyz": [[0.262, 2.010, 0.377], [-0.751, 1.029, 0.572], [-1.905, 1.567, 1.247], [-1.141, 0.361, -0.659], [0.619, 2.469, 1.295], [0.106, 2.798, -0.367], [1.193, 1.590, -0.026], [-2.593, 0.751, 1.480], [-1.602, 1.934, 2.231], [-2.416, 2.371, 0.691], [-0.384, 0.343, -1.433], [-2.035, 0.856, -1.069], [-1.458, -0.672, -0.487], [4.427, -5.843, -1.199], [3.997, -5.239, -1.829], [3.681, -6.324, -0.823]], "forces_ev_per_angstrom": [[1.937, 0.309, -0.607], [0.108, -0.265, -0.231], [-0.025, -0.311, 0.789], [-0.965, -0.087, -0.014], [-0.490, 0.118, 0.345], [-0.874, 0.367, 0.034], [-0.201, -0.615, 0.108], [-0.185, 0.113, -0.315], [0.046, 0.265, -0.142], [-0.007, -0.133, 0.006], [0.363, 0.145, 0.119], [0.138, 0.086, -0.303], [0.155, 0.007, 0.211], [-0.480, 0.316, -0.365], [0.356, -0.257, 0.291], [0.124, -0.058, 0.074]]}

{"formula": "C3H11NO", "method": "the ωB97M-V functional and the def2-TZVPD basis", "homo_ev": -9.8, "energy_ha": -250.83464, "homo_lumo_gap_ev": 10.9, "smiles": "NCO.CC", "lumo_ev": 1.05, "relative_energy_kj_mol": 162.79, "species": ["N", "C", "O", "H", "H", "H", "H", "H", "C", "C", "H", "H", "H", "H", "H", "H"], "xyz": [[5.035, -3.705, -0.517], [4.773, -2.272, -0.895], [5.341, -1.983, -2.255], [4.987, -4.322, -1.314], [4.295, -3.875, 0.135], [5.220, -1.657, -0.051], [3.683, -2.024, -1.041], [5.939, -2.687, -2.350], [-4.279, 2.767, 1.521], [-5.583, 2.828, 0.563], [-3.434, 2.820, 0.841], [-4.244, 3.809, 1.954], [-4.204, 1.905, 2.244], [-5.667, 1.961, -0.056], [-5.496, 3.723, -0.030], [-6.368, 2.713, 1.250]], "forces_ev_per_angstrom": [[0.194, 2.125, -0.345], [0.167, 0.011, -1.235], [-1.845, 0.785, 2.806], [-0.566, -0.068, -0.083], [-0.246, -0.908, 0.341], [-0.395, -0.385, -1.364], [1.006, -0.275, 0.416], [1.684, -1.287, -0.536], [-0.853, 1.305, -1.236], [2.660, -1.007, 1.617], [0.446, -0.608, 0.126], [-0.082, -1.396, 0.449], [-0.233, 1.184, -0.799], [0.287, -0.523, -0.696], [-0.552, 0.287, 0.009], [-1.672, 0.758, 0.530]]}

{"formula": "C3H11NO", "method": "the ωB97M-V functional and the def2-TZVPD basis", "homo_ev": -9.2, "energy_ha": -250.85978, "homo_lumo_gap_ev": 9.9, "smiles": "CCNC.O", "lumo_ev": 0.75, "relative_energy_kj_mol": 96.79, "species": ["C", "C", "N", "C", "H", "H", "H", "H", "H", "H", "H", "H", "H", "O", "H", "H"], "xyz": [[-1.447, 0.081, 1.428], [-0.720, -0.681, 0.292], [-1.194, -0.198, -1.016], [-0.379, -0.850, -2.001], [-1.091, 1.107, 1.622], [-1.417, -0.487, 2.373], [-2.493, 0.132, 1.081], [-0.909, -1.771, 0.335], [0.376, -0.528, 0.339], [-0.890, 0.783, -0.978], [-0.853, -0.455, -2.916], [-0.563, -1.936, -1.951], [0.709, -0.680, -2.068], [3.589, 1.448, 1.027], [3.665, 2.262, 0.479], [3.618, 1.771, 1.956]], "forces_ev_per_angstrom": [[-0.308, -0.729, -0.315], [-0.062, 0.409, 0.722], [1.334, 0.528, 1.902], [-1.084, -0.196, -2.188], [0.052, -0.450, -0.278], [0.028, 0.299, -0.335], [0.232, 0.127, 0.432], [-0.018, 0.512, 0.166], [-0.229, -0.227, 0.278], [-0.552, -0.183, -0.442], [0.717, -0.656, -0.384], [0.121, 0.374, -0.117], [-0.215, 0.194, 0.565], [0.078, 1.166, 0.379], [-0.068, -0.855, 0.630], [-0.024, -0.313, -1.015]]}

{"formula": "C3H11NO", "method": "the ωB97M-V functional and the def2-TZVPD basis", "homo_ev": -9.0, "energy_ha": -250.81690, "homo_lumo_gap_ev": 10.0, "smiles": "CNC.CO", "lumo_ev": 0.92, "relative_energy_kj_mol": 209.38, "species": ["C", "N", "C", "H", "H", "H", "H", "H", "H", "H", "C", "O", "H", "H", "H", "H"], "xyz": [[-1.177, 0.234, 1.747], [-0.177, 0.233, 0.650], [1.041, -0.450, 1.074], [-2.127, 0.733, 1.427], [-0.639, 0.607, 2.613], [-1.504, -0.746, 1.931], [0.120, 1.218, 0.376], [1.158, -1.526, 1.116], [1.789, -0.102, 0.305], [1.490, -0.171, 2.061], [0.266, 0.209, -2.473], [-0.871, -0.404, -1.865], [-0.121, 1.238, -2.861], [0.484, -0.416, -3.391], [1.039, 0.038, -1.736], [-0.770, -0.695, -0.974]], "forces_ev_per_angstrom": [[0.301, 1.374, -1.509], [0.134, 0.348, 0.759], [2.435, 1.455, -0.634], [1.075, 0.264, 0.514], [-0.766, 0.424, 0.615], [-0.059, -1.606, 0.297], [-0.864, -1.770, 0.626], [-1.158, -0.435, -0.517], [-0.274, -0.597, 0.863], [-0.617, 0.441, -0.333], [-2.198, -0.869, -1.025], [-1.412, -0.081, -2.377], [1.545, -1.373, 1.090], [0.154, 0.811, 0.840], [0.884, 1.217, -0.314], [0.819, 0.398, 1.104]]}

{"formula": "C3H11NO", "method": "the ωB97M-V functional and the def2-TZVPD basis", "multiplicity": 2, "homo_ev": [-14.5, -14.5], "energy_ha": -250.54363, "total_charge": 1, "homo_lumo_gap_ev": [11.6, 6.3], "lumo_ev": [-2.93, -8.24], "relative_energy_kj_mol": 118.13, "species": ["C", "N", "C", "C", "H", "H", "H", "H", "H", "H", "H", "H", "H", "H", "H", "O"], "xyz": [[-1.374, 0.159, -1.835], [-0.353, -0.220, -0.852], [0.975, 0.303, -1.285], [-0.607, 0.260, 0.487], [-1.207, -0.468, -2.714], [-1.377, 1.193, -2.163], [-2.304, -0.188, -1.397], [1.807, 0.072, -0.604], [1.257, -0.215, -2.189], [1.045, 1.388, -1.342], [0.208, 0.082, 1.199], [-1.546, -0.016, 0.959], [-0.563, 1.363, 0.512], [0.563, -1.112, 3.566], [1.947, -1.663, 4.078], [1.529, -0.937, 3.581]], "forces_ev_per_angstrom": [[-0.658, -2.936, -0.045], [1.323, 5.120, 0.155], [1.417, -2.003, 0.295], [0.169, -0.248, 1.734], [0.047, 0.162, -0.141], [0.346, 0.312, 0.505], [-0.445, 0.496, -0.183], [-0.683, -0.341, 0.355], [-0.152, 0.350, -0.623], [-0.856, 0.107, -0.362], [0.056, -0.734, -0.400], [-0.175, -0.305, -0.501], [-0.306, 0.025, -0.746], [1.095, -0.086, 0.360], [-0.417, 0.360, -0.245], [-0.758, -0.278, -0.157]]}

{"formula": "C3H11NO2", "method": "the ωB97M-V functional and the def2-TZVPD basis", "homo_ev": -8.4, "energy_ha": -326.06357, "homo_lumo_gap_ev": 9.2, "smiles": "C/C=C/N.O.O", "lumo_ev": 0.72, "relative_energy_kj_mol": 178.29, "species": ["C", "C", "C", "N", "H", "H", "H", "H", "H", "H", "H", "O", "H", "H", "O", "H", "H"], "xyz": [[2.032, 0.319, -0.956], [1.247, -0.224, 0.199], [0.735, -1.443, 0.387], [-0.721, -1.545, 0.666], [2.373, -0.456, -1.652], [2.816, 0.981, -0.548], [1.437, 1.019, -1.570], [1.132, 0.669, 0.827], [1.133, -2.406, 0.077], [-0.828, -2.532, 0.883], [-1.114, -1.027, 1.448], [-1.855, 2.337, 1.330], [-2.021, 1.885, 0.490], [-0.892, 2.295, 1.369], [-1.697, 0.314, -1.205], [-1.155, -0.293, -0.664], [-2.622, 0.106, -1.079]], "forces_ev_per_angstrom": [[1.207, -0.269, 0.039], [1.046, 1.186, -0.426], [-2.231, 1.213, -0.252], [1.850, -1.641, 1.163], [0.389, 0.242, 0.231], [0.285, -0.532, -0.526], [-0.379, -0.451, 0.439], [-1.646, -0.627, 0.250], [-0.009, 0.444, -0.793], [-0.708, 0.081, 0.106], [0.387, 0.303, 0.055], [0.258, -0.270, -0.230], [-0.116, 0.017, -0.070], [-0.057, 0.157, 0.186], [0.517, 0.714, -0.119], [-0.760, -0.165, -0.193], [-0.034, -0.401, 0.141]]}